ORCA calculation (ωB97M-V/def2-TZVPD) on a structure of composition C45H65As3BrKN4OSe2SiTe.

Summary:
- Total energy: -470475.89359 eV
- Gap between HOMO and LUMO: 0.179 Ha
- Net charge: -2
- F_max: 1.87 eV Å⁻¹

CARTESIAN COORDINATES (ANGSTROEM)
K -0.58277 0.11777 0.14499
C 2.71105 -1.88478 -2.53006
As 2.00360 -1.74068 -0.69866
C 3.65870 -0.99641 0.03530
C 2.47705 -3.56453 -0.05796
C 1.40098 -4.66090 -0.12275
C 0.79530 -4.68962 -1.53722
C 0.28817 -4.45452 0.92415
As -1.09087 -3.02878 0.73572
C -2.02849 -3.69843 2.33397
C -2.30224 -3.91163 -0.52730
C 2.05244 -6.04331 0.10377
As 2.94773 -6.69765 1.74153
C 1.50974 -6.69561 3.07994
C 3.94674 -5.17242 2.46930
H 3.65484 -2.43262 -2.53737
H 2.88830 -0.87225 -2.89760
H 1.99572 -2.36926 -3.19381
H 4.51987 -1.58462 -0.28934
H 3.60308 -0.99871 1.12342
H 3.76561 0.03645 -0.29567
H 2.76544 -3.40678 0.98153
H 3.37132 -3.89704 -0.59687
H 0.31926 -3.73340 -1.76541
H 0.03909 -5.47413 -1.62568
H 1.57062 -4.87086 -2.28833
H 0.74826 -4.23621 1.89155
H -0.26586 -5.39172 1.03257
H -2.21614 -4.77073 2.24773
H -2.98116 -3.17667 2.42132
H -1.43012 -3.50987 3.22695
H -2.28352 -4.99701 -0.40538
H -2.05470 -3.64165 -1.55383
H -3.30541 -3.53480 -0.31948
H 2.80957 -6.19305 -0.67104
H 1.30086 -6.82171 -0.06798
H 0.63799 -7.22553 2.69564
H 1.21280 -5.68920 3.36946
H 1.87028 -7.22331 3.96325
H 4.62139 -4.76090 1.71976
H 4.54215 -5.53933 3.30566
H 3.28524 -4.38397 2.82982
Br 7.54771 3.37389 -6.83107
C 5.96152 4.06213 -6.02567
C 4.93940 4.53734 -6.82508
C 3.79751 5.05991 -6.23453
C 3.64561 5.11244 -4.84398
C 4.69370 4.58643 -4.06216
C 5.84371 4.08167 -4.64598
N 2.60009 5.89962 -4.33242
N 2.05173 5.75514 -3.19375
C 1.86667 4.56244 -2.54926
C 1.92424 3.28905 -3.14484
C 1.72717 2.14584 -2.43043
C 1.48429 2.13562 -1.01098
O 1.37318 1.06164 -0.38574
C 1.34546 3.46594 -0.37799
N 1.08032 3.50074 0.94279
C 0.93760 4.65904 1.52882
C 1.03269 5.88189 0.84304
C 1.31369 5.87012 -0.49142
C 1.49292 4.63441 -1.15028
H 5.03197 4.50516 -7.90255
H 2.99252 5.44803 -6.84926
H 4.60123 4.59484 -2.98513
H 6.63671 3.68894 -4.02473
H 2.09818 3.21761 -4.20822
H 1.74821 1.18068 -2.92616
H 0.75609 4.64375 2.59988
H 0.87429 6.81063 1.37752
H 1.40407 6.78114 -1.06772
C 3.90680 0.49530 3.56635
Se 2.50189 1.36474 2.49682
C 1.27515 1.75322 3.96625
C 1.03251 0.59518 4.91884
Se 0.15359 -0.95551 4.11184
C -1.64521 -0.20041 4.15637
H 4.12552 1.08127 4.46004
H 4.79204 0.47624 2.93192
H 3.64159 -0.52749 3.84151
H 0.34998 2.05905 3.46922
H 1.66670 2.60940 4.51857
H 0.38496 0.90892 5.73798
H 1.96106 0.22299 5.34792
H -1.94968 -0.04660 5.18862
H -2.31159 -0.91574 3.67788
H -1.67082 0.74422 3.60715
C -2.06107 1.74499 -2.58729
Si -2.45607 -0.10034 -2.54763
C -3.75995 -0.36477 -3.89536
C -0.87274 -0.93099 -3.18239
N -2.70789 -0.60041 -0.96719
C -3.81731 -0.89931 -0.25742
C -5.05501 -1.35140 -0.80569
C -6.12954 -1.70402 -0.00171
C -6.05791 -1.62361 1.38868
C -4.86943 -1.16251 1.95571
C -3.78541 -0.81759 1.16778
H -1.92369 2.11029 -3.61503
H -1.12467 1.95354 -2.04947
H -2.84770 2.34037 -2.11223
H -3.40642 0.02421 -4.85686
H -4.68781 0.16073 -3.63881
H -4.00170 -1.42727 -4.02574
H -0.58703 -0.53742 -4.16741
H -0.96911 -2.02087 -3.26498
H -0.04509 -0.71639 -2.48937
H -5.13932 -1.43534 -1.88496
H -7.04514 -2.05343 -0.46995
H -6.90134 -1.89933 2.00953
H -4.79443 -1.06814 3.03473
H -2.87368 -0.44786 1.62527
Te -2.18615 3.48671 1.75370
C -4.21069 3.67546 2.35483
C -5.26679 3.18914 1.56923
C -6.59618 3.38628 1.93298
C -6.91651 4.07480 3.09805
C -5.88458 4.55614 3.89831
C -4.55592 4.35742 3.53090
H -5.03523 2.64548 0.65968
H -7.38820 2.99947 1.30095
H -7.95174 4.23252 3.37904
H -6.11573 5.09120 4.81329
H -3.76166 4.74170 4.16127

Atom charges from the Mulliken analysis, given in e for atoms 1 to 6:
1. K 1.663
2. C -1.479
3. As 0.977
4. C -1.112
5. C -1.666
6. C 2.835


ORCA calculation (ωB97M-V/def2-TZVPD) on a cluster of 7 separate species, C49H86BrClINO14PS2 in total.

Summary:
- Total energy: -203976.28645 eV
- Gap between HOMO and LUMO: 0.233 Ha
- Net charge: -1
- F_max: 9.17 eV Å⁻¹

CARTESIAN COORDINATES (ANGSTROEM)
C 5.07303 -0.08406 0.28045
C 4.05106 -0.91511 -0.69551
N 2.71146 -0.21187 -0.69533
C 2.79248 1.21340 -1.19785
C 3.75522 1.43195 -2.50943
C 1.63019 -1.01956 -1.37796
S 1.08782 -0.77593 -3.00018
S 0.78148 -2.45557 -0.46566
C -0.85245 -2.87778 -1.36177
C -1.52447 -4.21744 -0.61551
C -2.12423 -3.86821 0.85171
P -3.97705 -4.03464 1.18580
Cl -4.25900 -3.06550 -0.69781
C -3.83592 -2.39728 2.19647
C -4.12086 -1.01479 1.44307
C -2.82255 -0.31150 0.65617
C -3.05845 1.34346 0.75110
C -4.60146 1.79481 0.42578
C -4.78588 3.45088 0.30819
C -5.49781 3.82403 -1.12998
C -7.10155 3.49072 -1.20448
C -7.46533 2.07371 -1.98364
C -7.32609 2.15673 -3.61944
C -5.85474 1.73270 -4.20857
O -4.96158 1.07693 -3.24115
C -5.01855 -0.39895 -3.34969
C -4.05472 -5.80639 0.43314
C -4.80230 -5.95748 -0.99334
O -6.08993 -5.64797 -1.29214
Br -3.87231 -6.82392 -2.59758
C -5.81317 -4.18060 1.62595
C -6.98781 -3.16646 1.39700
C -7.35068 -2.54224 -0.11276
I -7.32940 -1.57562 2.95951
H 5.43513 0.88419 -0.27135
H 5.96748 -0.81485 0.55461
H 4.47216 0.15467 1.27764
H 4.47703 -1.15881 -1.76590
H 3.88060 -1.97198 -0.17254
H 3.16633 1.91187 -0.31270
H 1.71391 1.62983 -1.49279
H 4.77486 1.91632 -2.16729
H 3.92178 0.44556 -3.14200
H 3.20775 2.19605 -3.23044
H -1.58606 -1.97288 -1.42829
H -0.50428 -3.27637 -2.43024
H -2.18890 -4.81230 -1.35552
H -0.56959 -4.91627 -0.43428
H -1.64730 -2.79203 1.06093
H -1.56452 -4.57672 1.63494
H -3.63556 -4.70888 2.44941
H -4.55282 -2.59355 3.13627
H -2.79187 -2.28289 2.77190
H -4.30239 -0.22192 2.32764
H -5.12949 -0.91742 0.82837
H -1.79175 -0.62130 1.11510
H -2.94439 -0.55828 -0.48797
H -2.30180 1.93378 0.04856
H -2.83531 1.61739 1.87886
H -5.36019 1.47933 1.28781
H -4.94709 1.30114 -0.58024
H -5.55228 3.80603 1.15192
H -3.79343 4.03471 0.51991
H -4.85210 3.36873 -1.99348
H -5.40132 5.00880 -1.23648
H -7.61461 4.38906 -1.78578
H -7.57792 3.47659 -0.11468
H -8.62456 1.88871 -1.76592
H -6.91462 1.13939 -1.51390
H -7.69674 3.22320 -3.95198
H -8.10576 1.38425 -4.07178
H -6.04086 1.02766 -5.14717
H -5.35544 2.71499 -4.63907
H -5.93962 -0.80371 -3.94979
H -5.04138 -0.80002 -2.22785
H -3.98590 -0.73949 -3.80089
H -2.97881 -6.31297 0.30001
H -4.56757 -6.58875 1.18132
H -6.22695 -5.24404 1.25836
H -5.80439 -4.35766 2.81686
H -8.00084 -3.80292 1.60748
H -8.53604 -2.40806 -0.17925
H -7.07005 -3.26273 -0.98879
H -6.90909 -1.47365 -0.28564
O -4.31847 -4.00403 5.52971
C -3.44507 -3.22089 5.86444
O -2.69878 -2.48136 4.99246
C -1.70444 -1.76207 5.72027
C -2.22701 -1.67760 7.13048
C -3.00252 -2.96279 7.27287
H -0.76000 -2.31295 5.65920
H -1.56660 -0.77189 5.27624
H -1.43643 -1.55867 7.87613
H -2.91013 -0.82444 7.22252
H -2.36576 -3.78772 7.60429
H -3.85945 -2.84248 7.93966
O 5.51518 3.04418 -3.98544
C 5.93822 2.82622 -5.10869
O 7.25690 2.88003 -5.45854
C 7.37651 2.67954 -6.86612
C 6.11669 1.96168 -7.27410
C 5.09691 2.50912 -6.30778
H 7.47391 3.65651 -7.35109
H 8.27100 2.08711 -7.07950
H 5.85297 2.11762 -8.32352
H 6.23483 0.88344 -7.11148
H 4.63977 3.43112 -6.67759
H 4.33245 1.76652 -6.06787
O 0.95123 -1.67798 6.15880
C 1.91108 -2.36658 5.85435
O 1.82212 -3.58335 5.24137
C 3.12681 -4.15126 5.13627
C 4.07640 -2.98532 5.22441
C 3.34475 -2.03153 6.13456
H 3.26512 -4.86300 5.95692
H 3.22168 -4.68375 4.18545
H 5.06829 -3.26460 5.58954
H 4.19639 -2.52890 4.23431
H 3.55873 -2.22978 7.18847
H 3.56274 -0.99085 5.88382
O 4.55688 2.43313 4.82928
C 4.91758 2.98701 3.80395
O 4.20523 3.95942 3.16274
C 4.86830 4.30054 1.94629
C 6.30066 3.87744 2.14187
C 6.16987 2.67492 3.04201
H 4.38516 3.76424 1.12281
H 4.78135 5.37632 1.76806
H 6.81937 3.66680 1.20287
H 6.85317 4.66831 2.66367
H 6.02104 1.75389 2.47160
H 7.02672 2.58109 3.71314
O 9.06739 0.07827 -6.30082
C 8.76568 -0.21335 -5.15534
O 8.09501 -1.34868 -4.80119
C 7.81641 -1.31092 -3.40236
C 8.82396 -0.35345 -2.82183
C 9.02987 0.63072 -3.94541
H 6.78644 -0.96710 -3.26047
H 7.91651 -2.31468 -2.97921
H 8.48999 0.11012 -1.88978
H 9.76376 -0.88148 -2.61940
H 8.30093 1.44517 -3.91169
H 10.04940 1.02303 -3.95330
O 2.62116 4.55728 0.52722
C 1.52906 4.66748 -0.00510
O 1.22774 4.19285 -1.24934
C -0.09766 4.59260 -1.59472
C -0.78394 4.87023 -0.28291
C 0.34468 5.37545 0.57986
H -0.03971 5.48259 -2.23010
H -0.59125 3.79091 -2.15176
H -1.61526 5.57452 -0.37256
H -1.17606 3.93538 0.13581
H 0.48560 6.45475 0.47466
H 0.20098 5.10361 1.62813

Atom charges from the Mulliken analysis, given in e for atoms 1 to 6:
1. C -0.734
2. C -0.379
3. N 0.301
4. C -0.369
5. C -0.354
6. C -0.144


ORCA calculation (ωB97M-V/def2-TZVPD) on a cluster of 18 separate species, C13H65ClNO22P in total.

Summary:
- Total energy: -82872.24393 eV
- Gap between HOMO and LUMO: 0.295 Ha
- Net charge: 0
- F_max: 6.32 eV Å⁻¹

CARTESIAN COORDINATES (ANGSTROEM)
C 3.58184 -0.28369 2.02097
C 2.89425 -1.56241 1.23948
C 3.92733 -1.89899 -0.03354
C 1.44067 -1.25342 0.55794
P 0.03959 -0.77691 1.75705
O 0.60432 -1.94753 2.91596
C -1.68832 -1.66438 1.86546
C -2.90502 -0.66803 2.32697
C -4.19155 -1.66958 2.70115
Cl -5.83778 -0.84132 2.51557
C 0.47405 0.59699 3.06967
O -0.66145 1.56021 3.25922
O -0.24948 2.74916 2.87295
O -0.57075 0.50419 0.75825
C -1.15164 0.04437 -0.50100
C -0.53216 1.04804 -1.68676
N -0.39616 2.43306 -1.08913
C -0.82874 3.52823 -2.03877
C 0.39006 4.26946 -2.84749
C 0.74016 3.39619 -4.19769
O 1.58810 4.55874 -2.04408
H 3.22304 -0.15158 3.13479
H 4.75695 -0.46138 2.00000
H 3.41667 0.71247 1.38464
H 2.92459 -2.55537 1.90120
H 3.30980 -2.60038 -0.75142
H 4.33369 -0.92879 -0.55246
H 4.78978 -2.58502 0.41650
H 1.11786 -2.15357 -0.15424
H 1.59429 -0.32896 -0.17590
H 0.13480 -1.88077 3.79817
H -1.63144 -2.52146 2.69536
H -1.95064 -2.25154 0.85995
H -3.31836 0.02154 1.44484
H -2.70203 -0.06038 3.31385
H -4.05153 -1.90071 3.86388
H -4.07842 -2.69633 2.15201
H 0.86232 0.15329 4.08045
H 1.36266 1.27825 2.65490
H -0.90549 3.38983 3.32362
H -2.32440 0.25491 -0.51661
H -0.99717 -1.08121 -0.76603
H -1.21885 1.03569 -2.66101
H 0.53152 0.66186 -2.06683
H 0.54247 2.60372 -0.66586
H -1.67816 3.18609 -2.79297
H -1.33953 4.36980 -1.36529
H -0.03832 5.32484 -3.20357
H -0.21265 2.75103 -4.44336
H 1.63026 2.65830 -3.90287
H 1.02894 4.07123 -5.11386
H 1.35931 4.90222 -1.12852
O -0.43559 -3.17341 -1.88700
H -1.39725 -3.24064 -1.98473
H -0.10704 -4.02416 -2.21449
O 5.85980 -0.77468 -2.20790
H 6.19604 -0.23014 -2.93541
H 6.21248 -1.65779 -2.39422
O 2.90048 2.38581 4.80759
H 2.96993 3.12844 5.42610
H 1.95062 2.31895 4.62792
O -8.50033 -3.47054 2.80397
H -8.80963 -2.57465 2.60250
H -7.59445 -3.48816 2.46037
O 4.57304 4.25520 -0.67876
H 4.32850 3.44582 -0.20551
H 3.73591 4.57043 -1.05134
O 2.64820 4.88419 -6.73273
H 3.34121 5.10264 -6.09174
H 3.13627 4.68006 -7.54459
O -3.01589 -0.59207 5.91125
H -2.94644 0.15056 6.52976
H -3.96575 -0.65893 5.73159
O -3.80875 -4.62676 1.33736
H -4.47185 -5.00114 0.73819
H -3.70232 -5.30464 2.02157
O -10.10967 -1.01355 1.38353
H -9.93231 -1.19066 0.44756
H -10.90392 -0.45859 1.37028
O 4.32997 6.08510 -3.35003
H 4.41578 5.63978 -2.49376
H 3.42963 6.44320 -3.33839
O 4.12904 -4.76374 -2.14783
H 4.21484 -5.20905 -1.29156
H 3.22870 -4.40564 -2.13619
O 1.60389 4.87992 1.94871
H 1.12921 4.06273 1.73483
H 2.24400 4.60887 2.62383
O -1.66914 6.58077 -2.31924
H -1.59969 7.32340 -1.70074
H -2.61901 6.51391 -2.49891
O 2.13607 -6.33775 -3.85284
H 2.78144 -5.94841 -3.24392
H 2.66294 -6.94173 -4.39746
O 8.75241 -0.20292 -2.89281
H 9.34837 -0.91785 -2.62342
H 8.26132 0.00931 -2.08487
O -1.34799 -5.70796 -2.18199
H -2.01109 -6.08234 -2.78116
H -1.24156 -6.38585 -1.49778
O -8.86310 -6.23370 2.54335
H -8.79364 -5.49108 3.16186
H -9.81296 -6.30056 2.36369

Atom charges from the Mulliken analysis, given in e for atoms 1 to 6:
1. C -0.814
2. C 0.411
3. C -0.603
4. C -0.450
5. P 1.448
6. O -0.807


ORCA calculation (ωB97M-V/def2-TZVPD) on an isolated molecule of C3H4O.

Summary:
- Total energy: -5219.55267 eV
- SMILES: C#CCO
- Gap between HOMO and LUMO: 0.381 Ha
- Net charge: 0
- F_max: 1.51 eV Å⁻¹

CARTESIAN COORDINATES (ANGSTROEM)
O -1.00202 1.25044 -0.27961
C -0.67558 -0.09867 -0.11000
C 0.76355 -0.36798 -0.47368
C 1.59924 -0.55295 0.38096
H -0.69649 1.49933 -1.15859
H -0.76751 -0.28638 0.96618
H -1.32548 -0.80243 -0.63281
H 2.10429 -0.64135 1.30756

Atom charges from the Mulliken analysis, given in e for atoms 1 to 6:
1. O -0.498
2. C -0.179
3. C -0.319
4. C -0.154
5. H 0.347
6. H 0.213